# 1
{
  "formula": "C37H41F3N2O2S",
  "method": "wB97M-V/def2-TZVPD",
  "species": ["C", "C", "C", "O", "O", "C", "C", "C", "C", "C", "C", "C", "C", "C", "C", "N", "S", "N", "C", "C", "C", "C", "C", "C", "H", "H", "H", "H", "H", "H", "H", "H", "H", "H", "H", "H", "H", "H", "H", "H", "H", "H", "H", "H", "H", "H", "H", "H", "H", "H", "F", "C", "C", "C", "C", "C", "C", "H", "H", "H", "H", "H", "F", "C", "C", "C", "C", "C", "C", "H", "H", "H", "H", "H", "F", "C", "C", "C", "C", "C", "C", "H", "H", "H", "H", "H"],
  "coordinates": [[5.038, -1.452, -0.700], [5.207, -1.267, -2.135], [4.123, -0.434, -3.002], [3.586, -0.990, -3.994], [3.818, 0.919, -2.603], [2.592, 0.917, -1.769], [1.349, 1.207, -2.751], [0.697, 2.669, -2.606], [-0.155, 2.907, -1.263], [-1.727, 2.587, -1.385], [-2.091, 1.049, -1.676], [-2.075, 0.108, -0.365], [-0.804, -0.091, 0.568], [-0.816, -0.997, 1.854], [-2.087, -1.787, 2.322], [-2.177, -2.622, 3.521], [-3.813, -3.172, 3.366], [-4.404, -2.426, 1.926], [-3.334, -1.625, 1.364], [-3.354, -0.711, 0.057], [-4.736, -0.702, -0.758], [-4.608, -1.207, -2.289], [-5.271, -2.641, -2.578], [-4.708, -3.106, -4.046], [4.572, -2.409, -0.247], [5.361, -0.656, 0.075], [6.102, -1.729, -2.682], [2.666, 1.612, -0.865], [2.480, -0.184, -1.416], [1.758, 1.141, -3.836], [0.617, 0.335, -2.643], [1.587, 3.416, -2.561], [0.129, 2.955, -3.576], [0.390, 2.372, -0.411], [-0.072, 4.042, -1.025], [-2.240, 2.967, -0.426], [-2.172, 3.197, -2.267], [-1.500, 0.588, -2.562], [-3.196, 1.043, -2.036], [0.190, 0.420, 0.347], [0.121, -1.069, 2.499], [-5.515, -1.399, -0.253], [-5.197, 0.355, -0.705], [-5.023, -0.369, -2.972], [-3.476, -1.282, -2.520], [-4.968, -3.466, -1.843], [-6.421, -2.585, -2.718], [-5.200, -4.070, -4.411], [-4.897, -2.208, -4.756], [-3.562, -3.175, -3.943], [-0.161, -9.804, 3.860], [-0.729, -8.618, 4.126], [-0.280, -7.485, 3.465], [-0.873, -6.255, 3.737], [-1.899, -6.172, 4.675], [-2.338, -7.315, 5.337], [-1.753, -8.546, 5.057], [0.525, -7.568, 2.744], [-0.535, -5.363, 3.219], [-2.357, -5.211, 4.889], [-3.134, -7.247, 6.070], [-2.088, -9.448, 5.557], [6.980, 2.275, 0.325], [7.099, 2.926, -0.844], [8.096, 3.877, -0.995], [8.223, 4.548, -2.207], [7.344, 4.267, -3.251], [6.344, 3.312, -3.087], [6.224, 2.634, -1.878], [8.765, 4.089, -0.168], [9.005, 5.289, -2.339], [7.441, 4.793, -4.196], [5.657, 3.097, -3.899], [5.456, 1.882, -1.736], [-2.351, 5.376, 0.553], [-2.169, 5.150, 1.864], [-2.744, 6.007, 2.790], [-2.557, 5.770, 4.148], [-1.788, 4.685, 4.564], [-1.212, 3.834, 3.625], [-1.408, 4.064, 2.267], [-3.332, 6.850, 2.447], [-3.009, 6.429, 4.881], [-1.639, 4.503, 5.624], [-0.610, 2.992, 3.950], [-0.975, 3.407, 1.521]],
  "forces_ev_per_angstrom": [[-0.023, 0.440, -0.806], [-0.500, 0.509, 0.852], [0.624, -0.125, -2.005], [2.199, 2.245, 4.317], [-0.292, -2.365, 0.679], [-1.324, -1.432, -0.842], [0.212, 0.263, -0.598], [0.677, 0.180, 0.176], [0.003, 1.025, -0.699], [0.456, -0.088, -0.130], [-1.235, -0.395, 0.538], [-1.366, -2.919, 2.702], [-2.228, -2.555, 2.519], [-1.564, 1.356, -2.474], [0.938, 1.037, -0.965], [-2.875, 2.224, -5.220], [1.288, 2.151, -2.328], [3.844, 1.272, 0.329], [0.509, -1.119, 2.159], [2.311, 0.459, 0.579], [-0.230, -0.131, 0.351], [0.621, 0.173, 0.425], [0.196, -0.034, -1.924], [0.188, 1.294, 0.868], [2.469, 0.799, -0.794], [-2.267, -0.417, -1.438], [-2.600, -0.821, 0.162], [0.251, -0.786, -1.472], [0.064, 2.005, -0.107], [-0.580, -0.043, 1.925], [0.757, 1.425, -0.070], [-1.371, -1.253, -0.138], [0.646, -0.578, 1.728], [-1.021, 0.610, -1.042], [-0.197, -1.872, -0.277], [0.616, -0.804, -1.501], [0.907, -0.908, 1.471], [-0.743, 0.831, 1.698], [1.853, -0.029, 0.645], [-1.663, -0.780, 0.232], [-1.396, 0.172, -1.136], [1.556, 1.192, -0.502], [0.858, -1.580, -0.147], [0.483, -1.622, 0.896], [-1.814, 0.036, 0.234], [-0.566, 1.492, -0.705], [1.873, -0.005, 0.751], [0.856, 1.415, 0.422], [0.154, -1.744, 0.889], [-1.777, -0.297, -0.360], [0.063, -0.135, -0.030], [-0.344, 0.718, 0.160], [0.105, -0.047, -0.097], [-0.156, -0.194, 0.197], [-0.015, 0.027, -0.006], [0.219, 0.070, -0.233], [-0.019, -0.163, 0.062], [-0.057, -0.041, 0.043], [-0.033, -0.091, 0.060], [0.103, -0.118, 0.000], [0.084, -0.046, -0.086], [0.061, 0.031, -0.043], [-0.031, -0.127, 0.192], [0.125, 0.515, -0.882], [0.109, -0.007, 0.200], [-0.292, -0.209, -0.071], [0.040, 0.040, -0.014], [0.241, 0.125, 0.164], [-0.036, -0.154, 0.279], [-0.046, -0.042, -0.034], [-0.082, -0.081, 0.057], [-0.012, -0.063, 0.110], [0.045, -0.037, 0.125], [0.132, 0.149, -0.022], [-0.030, 0.044, -0.213], [0.117, -0.130, 0.872], [-0.101, 0.128, -0.088], [0.198, -0.270, -0.158], [-0.013, 0.020, 0.042], [-0.188, 0.251, 0.009], [0.072, -0.085, -0.149], [0.033, -0.071, -0.019], [0.045, -0.048, -0.113], [-0.015, 0.016, -0.131], [-0.083, 0.071, -0.076], [-0.015, 0.048, 0.026]],
  "homo_ha": -0.3095,
  "homo_lumo_gap_ha": 0.25809,
  "e_tot_ev": -65084.513,
  "e_above_lowest_ev": 9.236,
  "lumo_ev": -1.4
}


# 2
{
  "formula": "C5H6O2",
  "method": "wB97M-V/def2-TZVPD",
  "species": ["O", "C", "C", "C", "C", "O", "C", "H", "H", "H", "H", "H", "H"],
  "coordinates": [[2.218, -1.049, -0.628], [1.385, -0.349, -0.211], [-0.271, -0.936, 1.103], [-0.465, 0.187, 0.331], [-1.308, 0.280, -0.867], [-0.189, -0.264, -1.527], [0.880, 0.933, 0.262], [0.231, -0.823, 2.056], [-0.993, -1.741, 1.035], [-2.202, -0.373, -0.840], [-1.608, 1.293, -1.212], [0.958, 1.688, -0.522], [1.284, 1.261, 1.223]],
  "forces_ev_per_angstrom": [[-1.224, 0.471, 0.793], [0.877, 0.078, -1.606], [-1.142, 0.380, 0.624], [-0.306, -0.021, 0.821], [0.296, -0.128, 0.127], [0.472, -0.157, -0.936], [-0.080, 0.049, 0.033], [0.524, -0.150, -0.254], [0.044, -0.086, 0.047], [0.409, 0.153, 0.012], [0.258, -0.378, 0.228], [-0.040, -0.063, 0.188], [-0.086, -0.147, -0.078]],
  "homo_ha": -0.3080,
  "homo_lumo_gap_ha": 0.32508,
  "e_tot_ev": -9372.270,
  "e_above_lowest_ev": 4.826,
  "lumo_ev": 0.5
}


# 3
{
  "formula": "C6H12Cl2NO5PS",
  "method": "wB97M-V/def2-TZVPD",
  "species": ["C", "C", "Cl", "C", "Cl", "S", "C", "N", "C", "C", "O", "H", "H", "H", "H", "H", "H", "H", "H", "H", "H", "H", "H", "O", "P", "O", "O", "O"],
  "coordinates": [[1.696, 1.453, 1.562], [2.096, 0.853, 0.132], [2.678, 2.135, -1.029], [0.804, 0.147, -0.456], [1.059, -0.682, -2.048], [0.172, -1.001, 0.865], [-1.674, -0.735, 0.924], [-2.362, -0.656, -0.370], [0.617, -2.800, 0.389], [2.178, -2.906, 0.581], [2.621, -2.515, 1.716], [1.957, 0.713, 2.363], [0.601, 1.697, 1.634], [2.261, 2.423, 1.664], [2.887, 0.056, 0.231], [-0.037, 0.912, -0.577], [-1.836, 0.274, 1.425], [-2.121, -1.548, 1.556], [-2.618, -1.568, -0.740], [-1.883, -0.060, -1.065], [0.107, -3.476, 1.135], [0.328, -3.035, -0.673], [2.860, -3.270, -0.244], [-2.172, 3.095, -0.332], [-2.480, 2.719, -1.799], [-1.572, 1.546, -2.226], [-2.213, 3.936, -2.705], [-3.956, 2.291, -1.914]],
  "forces_ev_per_angstrom": [[0.540, 0.423, -0.719], [-1.029, -1.080, 0.623], [-0.323, -0.753, 0.703], [-0.492, 0.908, 0.186], [-0.011, 0.376, 0.892], [0.236, 0.312, 0.343], [-2.135, 1.103, -1.633], [0.829, -0.963, 1.716], [2.108, -1.636, -1.113], [-1.111, 0.814, 2.181], [-0.337, -1.044, -2.443], [-0.116, 0.781, -0.735], [1.029, -0.185, -0.310], [-0.514, -1.082, 0.191], [-0.576, 1.112, -0.134], [0.605, -0.628, -0.483], [0.594, -1.085, -0.451], [0.769, 0.620, -0.441], [0.318, 0.263, 0.013], [-0.595, 0.829, -0.355], [0.305, 1.138, -0.664], [0.042, 0.309, 1.135], [-0.830, 0.563, 0.605], [0.177, -0.242, 0.855], [-0.019, 0.366, -0.298], [1.020, -1.409, 0.400], [-0.129, 0.126, -0.146], [-0.352, 0.063, 0.084]],
  "homo_ha": 0.0624,
  "homo_lumo_gap_ha": 0.07519,
  "e_tot_ev": -63308.337,
  "total_charge": -2,
  "lumo_ev": 3.7
}


# 4
{
  "formula": "CH6O",
  "method": "wB97M-V/def2-TZVPD",
  "species": ["C", "H", "H", "H", "H", "H", "H", "O"],
  "coordinates": [[-1.734, -0.750, 1.934], [-2.790, -0.731, 2.218], [-1.370, -1.755, 2.113], [-1.211, -0.037, 2.558], [-1.714, -0.424, 0.898], [2.915, 0.418, -3.174], [3.164, 1.937, -3.603], [2.740, 1.343, -2.943]],
  "forces_ev_per_angstrom": [[-0.870, 0.242, 0.190], [0.075, -0.017, 0.128], [0.224, -0.043, -0.287], [0.194, 0.078, 0.063], [0.378, -0.260, -0.093], [0.120, 0.578, -0.201], [-0.376, -1.029, 0.603], [0.255, 0.451, -0.402]],
  "homo_ha": -0.4251,
  "homo_lumo_gap_ha": 0.46424,
  "e_tot_ev": -3181.620,
  "e_above_lowest_ev": 0.055,
  "lumo_ev": 1.1
}


# 5
{
  "formula": "C7H12",
  "method": "wB97M-V/def2-TZVPD",
  "species": ["C", "C", "C", "C", "C", "C", "C", "H", "H", "H", "H", "H", "H", "H", "H", "H", "H", "H", "H"],
  "coordinates": [[-1.785, 0.760, 0.232], [-1.286, -0.651, -0.029], [-0.237, -0.741, -1.173], [0.839, -0.861, -0.110], [2.152, -0.673, -0.103], [0.895, 2.601, 0.494], [-0.193, -1.124, 0.971], [-2.405, 1.122, -0.596], [-0.956, 1.480, 0.348], [-2.377, 0.809, 1.153], [-2.133, -1.337, -0.134], [-0.336, -1.654, -1.772], [-0.174, 0.118, -1.852], [2.697, -0.439, -1.015], [2.732, -0.763, 0.813], [1.425, 2.347, -0.453], [1.481, 2.005, 1.230], [-0.098, -0.552, 1.902], [-0.275, -2.188, 1.220]],
  "forces_ev_per_angstrom": [[-0.021, 0.043, 0.008], [-0.193, -0.003, 0.000], [0.021, 0.025, -0.157], [0.295, 0.037, 0.001], [-0.170, -0.064, 0.000], [0.502, -0.301, -0.084], [0.025, -0.032, 0.155], [0.076, -0.055, 0.108], [-0.113, -0.157, -0.028], [0.073, -0.014, -0.120], [0.125, 0.101, 0.015], [0.022, 0.117, 0.092], [-0.008, -0.120, 0.105], [-0.101, -0.016, 0.111], [-0.101, 0.019, -0.111], [-0.225, 0.155, 0.131], [-0.221, 0.193, -0.037], [-0.008, -0.070, -0.140], [0.019, 0.141, -0.049]],
  "homo_ha": [-0.3372, -0.3393],
  "homo_lumo_gap_ha": [0.30852, 0.31041],
  "e_tot_ev": -7447.608,
  "e_above_lowest_ev": 5.824,
  "lumo_ev": [-0.8, -0.8]
}